(1)
ORCA calculation (ωB97M-V/def2-TZVPD) on a structure of composition C22H18F8N8O2S2SbTi.

XYZ file:
```
62
Properties=species:S:1:pos:R:3:lowdin_spin:R:1
C -0.89 -0.55 -4.57 0.00
Ti -0.61 -0.36 -0.23 0.00
H 1.83 -0.30 7.27 0.00
C -0.64 1.74 -4.03 0.00
H 5.95 -0.35 -1.70 0.00
C 0.77 -0.18 2.08 0.01
H 3.19 -0.36 3.21 0.00
C -0.48 4.61 -0.62 0.00
C 0.29 -0.29 5.80 0.00
C 1.60 -0.31 6.21 0.07
C -0.84 -0.90 -3.23 0.00
H 3.68 -0.39 5.63 0.00
S 2.38 -0.14 -2.57 0.08
C -0.69 0.10 -2.28 0.00
C -0.49 3.80 -1.73 0.00
C -0.49 4.03 0.64 0.00
H -0.48 4.63 1.54 0.00
O -0.44 -0.01 1.62 -0.01
F -0.64 -2.61 1.55 0.00
F -2.30 -3.40 -0.16 0.00
H -6.12 -1.65 -0.91 0.00
N 1.46 -0.14 -0.06 0.14
C -0.50 2.65 0.73 0.00
N -5.20 -1.58 -1.31 0.00
H -0.49 4.23 -2.72 0.00
F -0.74 -5.30 1.49 0.00
H -0.50 2.18 1.70 0.00
S 4.10 -0.34 -0.19 0.04
N -4.73 -0.14 0.46 0.00
C 1.06 -0.29 3.48 0.11
C 4.17 0.09 -2.86 0.01
C 2.52 -0.20 -0.87 0.04
C 2.40 -0.34 3.94 0.00
H 4.39 -0.30 -3.85 0.00
H -0.53 -0.28 6.50 0.00
H 4.89 -1.75 -1.95 0.00
C -3.60 0.40 0.87 0.00
F -0.14 -2.05 -0.83 0.00
N -0.52 1.85 -0.34 0.00
H -0.90 -1.95 -2.99 0.00
F -1.04 -1.51 -5.48 0.00
H -3.52 1.07 1.71 0.00
N -3.08 -0.85 -0.80 0.00
O -1.28 -0.32 4.08 0.08
C -0.01 -0.30 4.44 0.09
N -4.34 -0.88 -0.55 0.00
H -0.82 1.02 -6.04 0.00
C -0.61 1.44 -2.67 0.00
C 2.66 -0.35 5.28 0.04
C -0.78 0.76 -4.99 0.00
F -0.54 -4.66 -1.54 0.00
F 1.35 -3.83 0.27 0.00
N -2.58 -0.03 0.12 0.00
N 1.80 -0.25 1.24 0.30
C -0.52 2.41 -1.57 0.00
H -1.36 -0.37 3.11 0.00
H -0.47 5.69 -0.73 0.00
F -0.52 3.00 -4.46 0.00
H 4.37 1.16 -2.82 0.00
Sb -0.52 -3.99 0.20 0.00
H -4.81 -2.39 -1.76 0.00
C 4.91 -0.67 -1.78 0.00
```

Computed properties:
- M: 812.18 Da
- Orbital gap (spin up / spin down): 6.8 / 5.1 eV
- E_HOMO (spin up / spin down): -14.03 / -14.03 eV
- LUMO energy (spin up / spin down): -7.255 / -8.974 eV
- Spin multiplicity: 2
- Expectation value of S²: 0.7897
- Net charge: +2
- E_tot: -112173.2199 eV
- F_max: 2.6 eV/Å

***

(2)
ORCA calculation (ωB97M-V/def2-TZVPD) on a structure of composition C22H18HfN3O4S.

XYZ file:
```
49
Properties=species:S:1:pos:R:3:lowdin_spin:R:1
C 8.75 9.00 4.73 0.03
H 6.66 12.10 11.04 0.00
H 14.79 11.87 8.27 0.00
C 11.84 8.54 6.44 0.00
C 7.92 13.15 9.65 0.00
C 8.69 13.09 8.49 0.00
H 12.36 5.52 7.90 0.00
O 9.50 11.81 6.70 0.02
C 12.46 7.55 7.13 0.00
N 9.92 9.23 5.24 0.04
C 10.19 6.86 5.70 0.00
O 13.04 11.95 5.88 0.02
C 14.86 10.16 6.92 0.00
H 18.11 8.93 10.45 0.00
S 13.53 10.54 5.92 0.01
C 10.83 5.90 6.49 0.00
C 7.50 10.85 9.53 0.00
C 12.50 13.13 3.02 0.02
H 13.42 7.82 7.70 0.00
H 7.09 9.93 9.95 0.00
Hf 10.97 11.29 5.41 0.75
H 9.17 13.96 8.06 0.00
H 16.91 7.49 7.40 0.00
C 16.54 9.00 8.90 0.00
C 15.19 10.90 8.06 0.00
H 10.46 4.87 6.51 0.00
H 8.53 5.61 4.86 0.00
H 16.42 10.82 9.90 0.00
O 11.69 13.09 3.86 0.04
C 7.31 12.04 10.19 0.00
H 15.49 8.55 5.67 0.00
C 8.25 10.81 8.37 0.00
O 13.78 10.01 4.64 0.01
C 8.18 7.71 4.67 0.00
H 16.55 8.37 11.02 0.00
C 11.95 6.22 7.20 0.00
H 8.25 9.91 7.69 0.00
H 7.69 14.15 10.03 0.00
C 17.20 8.39 10.15 0.00
C 15.55 8.98 6.64 0.00
H 17.52 7.34 9.95 0.00
N 8.87 11.88 7.88 0.00
H 7.22 7.56 4.23 0.00
C 8.93 6.63 5.01 0.01
C 16.06 10.29 9.04 0.00
N 12.13 9.93 6.43 0.01
C 10.64 8.18 5.70 0.01
C 16.31 8.36 7.63 0.00
H 8.21 9.80 4.30 0.01
```

Computed properties:
- M: 598.96 Da
- Orbital gap (spin up / spin down): 6.0 / 7.8 eV
- E_HOMO (spin up / spin down): -12.42 / -14.24 eV
- LUMO energy (spin up / spin down): -6.419 / -6.401 eV
- Spin multiplicity: 2
- Expectation value of S²: 0.7514
- Net charge: +2
- E_tot: -47891.7717 eV
- F_max: 3.0 eV/Å

***

(3)
ORCA calculation (ωB97M-V/def2-TZVPD) on a structure of composition C22H18INO3S5V.

XYZ file:
```
51
Properties=species:S:1:pos:R:3:lowdin_spin:R:1
C 12.53 14.54 7.21 0.00
C 7.61 8.93 7.82 0.00
H 9.93 17.11 4.89 0.00
C 9.67 7.72 7.21 0.00
H 12.62 7.76 8.82 0.00
I 6.58 10.51 8.65 0.01
N 4.07 15.93 7.69 0.00
H 5.26 15.15 10.74 0.00
H 13.90 11.71 10.11 0.00
C 6.88 7.94 7.18 0.00
H 11.47 6.59 7.11 0.00
H 9.05 14.34 7.13 0.00
H 9.37 6.08 5.94 0.00
H 5.08 14.78 6.32 0.00
C 7.53 6.97 6.37 0.00
C 4.92 15.02 7.35 0.00
C 11.23 14.84 6.71 0.00
O 11.11 15.70 5.72 0.00
C 9.89 16.42 5.71 0.00
S 8.49 9.61 12.18 0.02
S 7.32 12.21 13.57 0.01
H 3.54 16.85 9.50 0.00
C 10.26 13.27 8.44 0.01
C 11.86 12.36 10.11 0.02
S 5.85 14.33 8.59 0.00
O 9.21 12.66 8.74 0.03
H 9.06 15.68 5.77 0.00
C 10.14 14.24 7.36 0.00
H 13.53 13.32 10.91 0.00
C 8.88 6.90 6.43 0.00
S 7.71 13.19 11.78 0.02
H 10.11 17.14 6.63 0.00
C 13.21 12.33 10.80 0.00
H 11.62 9.77 9.81 0.00
C 9.73 9.61 8.90 -0.01
O 10.94 11.77 10.70 0.02
C 8.99 8.83 7.93 0.00
C 11.03 9.16 9.14 0.01
S 6.68 10.38 12.99 0.02
C 11.66 8.08 8.51 0.00
H 5.78 8.12 7.07 0.00
H 13.56 13.50 8.83 0.00
H 13.12 11.91 11.79 0.00
H 13.33 15.03 6.73 0.00
C 11.56 13.03 8.93 0.01
C 11.02 7.38 7.55 0.01
H 6.88 6.32 5.80 0.00
C 4.98 15.27 9.73 0.00
C 4.17 16.11 9.02 0.00
V 8.90 11.24 10.29 2.79
C 12.60 13.75 8.34 0.00
```

Computed properties:
- M: 682.57 Da
- Orbital gap (spin up / spin down): 5.0 / 5.2 eV
- E_HOMO (spin up / spin down): -0.71 / -0.95 eV
- LUMO energy (spin up / spin down): 4.274 / 4.270 eV
- Spin multiplicity: 4
- Expectation value of S²: 3.7622
- Net charge: -2
- E_tot: -118704.4651 eV
- F_max: 3.6 eV/Å

***

(4)
ORCA calculation (ωB97M-V/def2-TZVPD) on a structure of composition C22H19BBrMgN7O4.

XYZ file:
```
55
Properties=species:S:1:pos:R:3:mulliken_charge:R:1
B 1.09 3.18 -0.34 -0.03
C -1.44 3.47 -2.96 -1.14
H -1.67 -2.84 -0.39 0.18
H 1.09 4.52 2.20 0.37
C 0.11 -3.93 -3.00 0.11
C -1.49 2.13 -2.57 -0.27
H 5.18 1.19 -1.21 0.39
C -0.49 4.07 -2.15 -0.05
O -2.47 0.50 0.19 -0.45
C 3.46 2.47 -0.96 -0.18
C 0.71 3.50 2.20 -0.09
H -0.67 0.68 3.16 0.46
H 1.59 4.33 -0.34 -0.16
H 3.45 -0.71 -0.74 0.53
H -2.17 1.29 -2.84 0.40
O -4.09 0.31 1.77 -0.49
C 3.21 0.30 -0.80 -0.48
H 1.05 -3.19 0.23 0.36
Mg -0.13 0.21 -0.33 1.79
C 1.33 -2.16 1.84 0.15
C 0.71 -1.71 -2.44 -0.10
C 4.12 1.29 -0.99 -1.12
H 1.47 -0.90 -2.47 0.24
N -0.60 1.97 -1.58 -0.62
H 3.83 3.50 -0.94 0.36
N 0.06 1.57 1.34 0.66
C 0.01 2.82 3.20 -1.21
C -0.91 -2.81 -1.15 -0.24
O 2.09 -1.50 2.50 -0.53
C -0.83 -3.22 2.72 -0.41
C -2.92 -0.01 1.21 0.05
C -0.27 1.55 2.66 -0.34
H -0.16 3.19 4.25 0.31
H -3.93 -2.00 2.67 0.58
H -2.65 -4.04 3.43 0.42
C -0.20 -1.63 -1.34 0.01
N -0.89 -1.10 1.64 0.82
N 2.18 2.17 -0.68 0.16
H -0.26 -4.09 3.00 0.55
C -2.16 -3.17 2.96 -0.76
C -2.88 -2.08 2.55 -0.36
H -0.04 5.06 -2.15 0.41
C -2.23 -1.15 1.83 0.09
C -0.17 -2.10 2.12 -0.03
Br 0.44 -5.47 -3.99 -0.20
O 1.76 -2.94 0.82 -0.48
N 1.98 0.89 -0.58 -0.02
H -2.13 3.99 -3.59 0.39
H -4.32 1.10 1.28 0.42
C 0.87 -2.83 -3.29 -0.81
H 1.61 -2.70 -4.10 0.36
N 0.03 3.11 -1.38 0.37
H -1.18 -4.90 -1.65 0.38
N 0.58 2.76 1.07 -0.26
C -0.66 -3.97 -1.89 -0.49
```

Computed properties:
- M: 560.46 Da
- Orbital gap: 7.7 eV
- E_HOMO: -8.45 eV
- LUMO energy: -0.727 eV
- Net charge: 0
- E_tot: -117910.4060 eV
- F_max: 3.2 eV/Å

***

(5)
ORCA calculation (ωB97M-V/def2-TZVPD) on a structure of composition C22H19BrF3N2O4RuSe.

XYZ file:
```
53
Properties=species:S:1:pos:R:3:lowdin_spin:R:1
C -3.15 3.52 -2.11 0.00
Br -2.15 -1.53 1.89 -0.01
O 0.88 1.20 -1.48 0.00
C -0.55 -3.92 -2.55 0.01
C -3.04 -4.03 0.85 0.00
C -2.25 -5.06 -1.17 0.00
F 2.37 2.51 3.32 0.00
C 1.70 1.36 3.52 0.00
H -0.01 5.14 -2.43 0.00
C -0.47 -1.80 -0.72 -0.03
N 0.69 4.79 -1.79 0.00
C 0.97 5.75 -0.71 0.00
H 0.72 5.55 1.45 0.00
Ru -0.58 0.14 0.13 0.94
F 0.95 1.52 4.62 0.00
C -3.40 4.88 -2.07 0.00
H 1.45 3.37 0.64 0.00
O 2.12 2.73 -2.47 0.00
H -0.29 3.10 0.89 0.00
C -3.41 4.90 0.20 0.00
O -0.38 1.10 2.36 0.05
H 2.05 5.80 -0.55 0.00
C -3.00 2.83 -0.91 0.01
H 0.94 -2.85 -3.62 0.00
Se -2.62 0.95 -0.91 0.01
H -3.51 5.45 -2.99 0.00
C -1.39 -3.97 -1.41 0.00
C 0.28 5.19 0.53 0.00
C -3.15 3.54 0.28 0.00
C -2.21 -2.97 0.62 0.00
H -3.05 2.99 -3.06 0.00
C 0.45 3.68 0.33 0.00
C -3.06 -5.09 -0.07 0.00
H 2.05 3.71 -2.54 0.00
C 0.27 3.51 -1.19 0.00
O 1.50 0.69 1.25 0.00
H -3.54 5.49 1.10 0.00
H -2.26 -5.87 -1.89 0.00
H -3.06 3.05 1.23 0.00
C 0.30 -2.87 -2.75 0.00
H -0.77 3.27 -1.42 0.00
N -3.52 5.57 -0.94 0.00
C 0.86 1.01 2.27 0.00
H -3.72 -5.93 0.10 0.00
H 1.06 -1.01 -1.98 0.00
H 0.63 6.75 -0.98 0.00
F 2.61 0.41 3.78 0.00
C 1.11 2.37 -1.72 0.00
C 0.35 -1.81 -1.82 0.01
H -3.68 -4.04 1.72 0.00
H -0.78 5.45 0.51 0.00
C -1.36 -2.88 -0.49 0.00
H -0.59 -4.74 -3.25 0.00
```

Computed properties:
- M: 692.33 Da
- Orbital gap (spin up / spin down): 6.8 / 6.9 eV
- E_HOMO (spin up / spin down): -8.26 / -8.07 eV
- LUMO energy (spin up / spin down): -1.470 / -1.199 eV
- Spin multiplicity: 2
- Expectation value of S²: 0.7791
- Net charge: 0
- E_tot: -180415.3400 eV
- F_max: 2.3 eV/Å

***

(6)
ORCA calculation (ωB97M-V/def2-TZVPD) on a cluster of 2 separate species, C22H19F2 in total.

XYZ file:
```
43
Properties=species:S:1:pos:R:3:mulliken_charge:R:1
C 1.52 -0.72 -2.08 -0.44
C -0.71 4.83 -0.98 -0.75
H 1.21 2.52 1.02 0.19
H -2.30 1.29 -1.36 0.37
C 0.10 3.73 -1.17 -0.36
C 1.50 -2.07 -2.39 -0.79
H 0.10 2.76 2.39 0.32
H -0.37 -5.45 2.05 0.39
C -0.89 -2.13 -1.85 -0.96
C 1.14 -0.33 1.58 -0.17
H 2.15 -0.17 1.18 0.34
C -2.66 3.36 -0.94 -0.90
F 0.29 -4.11 -2.42 -0.32
H 2.40 -2.60 -2.70 0.48
C 1.16 -4.08 1.35 -0.61
H -0.29 5.84 -0.92 0.44
H -0.68 0.62 2.14 0.24
H -1.11 -1.25 2.77 0.31
H 1.18 3.86 -1.29 0.41
H 1.80 -4.87 0.94 0.40
C 0.38 0.74 1.87 -0.33
H 2.50 -2.49 0.78 0.40
C 1.56 -2.76 1.25 -0.44
H -3.73 3.23 -0.83 0.47
C 0.52 1.33 -1.23 -0.35
C -0.06 -4.41 1.97 -0.46
H -1.81 -2.69 -1.78 0.46
F -2.89 5.69 -0.57 -0.27
C -1.84 2.26 -1.20 -0.22
C -0.42 2.40 -1.22 1.04
H 1.56 1.65 -1.14 0.43
H 1.76 2.19 2.67 0.35
C -0.48 -2.06 2.37 -0.42
C -2.08 4.62 -0.84 0.43
C 0.29 -2.75 -2.25 0.52
C 0.73 -1.72 1.74 1.02
C 0.90 2.12 1.99 -1.15
C 0.36 -0.03 -1.62 0.64
C -0.84 -0.79 -1.49 -0.15
H 2.45 -0.16 -2.16 0.39
H -1.73 -0.34 -1.06 0.30
H -1.82 -3.64 2.97 0.40
C -0.87 -3.39 2.48 -0.68
```

Computed properties:
- M: 321.39 Da
- Orbital gap: 5.0 eV
- E_HOMO: -10.96 eV
- LUMO energy: -5.951 eV
- Net charge: +1
- E_tot: -28549.1210 eV
- F_max: 2.0 eV/Å

***

(7)
ORCA calculation (ωB97M-V/def2-TZVPD) on a structure of composition C22H19F3N6O5RuSSe.

XYZ file:
```
58
Properties=species:S:1:pos:R:3:lowdin_spin:R:1
C 1.12 1.65 -3.56 0.00
C 3.83 -1.34 3.49 0.00
H 2.27 1.88 -5.32 0.00
C 1.64 -2.65 2.23 0.00
N -3.74 1.10 0.83 0.00
C 2.70 -3.36 2.75 0.00
C 0.86 -1.42 -1.01 -0.01
H 2.70 -4.44 2.68 0.00
H -6.17 -2.78 0.11 0.00
Se 2.92 2.39 -0.23 0.00
H 4.66 -0.84 3.96 0.00
C 1.39 1.44 -4.88 0.00
C -4.07 -0.22 0.56 0.00
H -1.95 3.23 0.36 0.00
C 0.60 2.18 2.16 0.00
H -0.03 2.33 3.05 0.00
H -1.88 -2.72 -0.13 0.00
H 1.35 2.96 2.13 0.00
H -4.37 1.86 0.98 0.00
C -2.39 1.20 0.79 0.01
N 2.46 0.73 2.97 0.00
O 2.18 0.86 -0.27 0.03
H 4.60 -3.31 3.75 0.00
H -6.23 -0.36 0.63 0.00
Ru 0.22 0.33 -0.12 0.88
H 0.70 0.40 -6.65 0.00
H -4.04 -3.94 -0.25 0.00
C -0.56 0.04 -4.98 0.00
C 2.75 -0.63 2.97 0.00
O 3.89 2.47 -1.51 0.00
C -5.29 -0.88 0.48 0.00
C 1.68 -1.26 2.34 0.00
O -0.14 1.44 -1.69 0.06
O 3.69 2.47 1.21 0.00
C -1.63 2.46 1.06 0.00
H -1.89 2.80 2.07 0.00
N 0.78 -0.29 1.90 0.01
N 0.04 1.10 -2.98 0.00
C -2.82 -2.23 0.07 0.00
N -0.21 2.22 0.93 0.00
H 1.75 2.25 -2.91 0.00
C 1.28 0.85 2.32 0.00
H 0.27 2.88 0.29 0.00
C 0.51 0.60 -5.60 0.00
C -4.03 -2.89 -0.01 0.00
C -5.25 -2.23 0.19 0.00
C -0.84 0.25 -3.60 0.00
C 3.78 -2.72 3.37 0.00
F 0.03 -2.53 -0.91 0.00
H -1.23 -0.62 -5.50 0.00
S -2.09 -0.51 -2.77 0.00
H 0.82 -3.13 1.71 0.00
F 1.14 -1.34 -2.34 0.00
F 2.03 -1.87 -0.47 0.00
O 1.73 3.52 -0.29 0.00
N -1.81 0.05 0.51 0.00
C -2.85 -0.87 0.36 0.00
H 3.14 1.47 2.74 0.00
```

Computed properties:
- M: 716.52 Da
- Orbital gap (spin up / spin down): 6.7 / 6.7 eV
- E_HOMO (spin up / spin down): -4.52 / -4.51 eV
- LUMO energy (spin up / spin down): 2.206 / 2.205 eV
- Spin multiplicity: 2
- Expectation value of S²: 0.7540
- Net charge: -1
- E_tot: -129217.6174 eV
- F_max: 1.0 eV/Å

***

(8)
ORCA calculation (ωB97M-V/def2-TZVPD) on a structure of composition C22H19FGaN15O5.

XYZ file:
```
63
Properties=species:S:1:pos:R:3:mulliken_charge:R:1
N -0.08 0.71 4.96 -0.73
N -3.11 0.27 -0.63 0.08
N 2.64 0.42 1.05 0.52
C -0.16 3.55 -2.44 -0.21
H -0.53 -3.22 3.52 0.46
H -4.70 0.58 0.79 0.41
H 1.22 -3.12 3.70 0.40
N 4.69 0.26 1.78 -0.54
C 0.77 -3.89 -0.39 -0.19
C 0.36 -2.64 3.24 -1.01
C 0.54 -0.22 -3.29 -1.08
C -1.41 3.58 -0.28 0.36
H 0.26 -1.63 3.61 -0.15
C -1.26 3.98 -4.57 0.30
C 0.51 -2.65 1.75 0.39
C 1.68 0.61 3.79 0.48
N 0.52 0.14 -1.09 0.44
N -1.42 0.37 0.74 0.29
C -1.78 0.20 -0.51 -0.03
F 1.06 3.44 -4.42 -0.38
N -2.38 4.20 -3.77 -0.03
H -3.64 0.23 -1.48 0.16
H -1.87 2.63 -0.04 -0.30
O 0.57 -1.61 1.12 -0.40
H 0.38 -5.22 2.71 0.39
N 0.65 0.69 2.95 0.43
H 0.86 -2.92 -0.87 0.42
C 0.50 -5.17 1.63 -0.41
H 0.50 -7.30 1.40 0.39
C 0.74 -6.29 -0.48 -0.39
C -0.01 3.65 0.32 -0.24
H -2.53 0.71 2.54 0.56
Ga 0.70 0.64 0.99 1.69
H -3.22 4.46 -4.25 0.23
O -3.58 4.19 -1.83 -0.64
N -0.46 0.76 3.73 -0.32
N -0.76 -0.17 -2.83 0.04
C -3.64 0.49 0.63 -0.92
N 4.68 0.20 0.42 -0.71
C -2.58 0.55 1.48 -0.47
C 0.84 -5.06 -1.13 -0.65
H 0.79 -7.20 -1.06 0.39
O 0.51 4.73 0.52 -0.65
H 0.73 3.32 -1.86 0.61
H -1.58 -0.27 -3.40 0.16
H 3.69 0.47 4.14 0.25
O -1.30 4.06 -5.77 -0.62
O 0.50 2.48 0.57 -0.29
C -2.51 4.07 -2.40 0.29
C 3.43 0.40 2.12 0.37
C 0.59 -3.93 0.99 0.46
H 0.98 -5.01 -2.20 0.41
H 0.77 -0.37 -4.33 0.47
N -1.34 3.75 -1.74 0.15
H 2.40 0.02 -2.11 0.59
C 0.57 -6.34 0.89 -0.78
N 3.48 0.29 -0.03 -0.34
C -0.72 0.04 -1.50 0.02
H -2.04 4.37 0.11 0.65
C 1.33 -0.02 -2.21 -0.52
C -0.09 3.64 -3.77 0.32
N 2.99 0.49 3.42 -0.05
N 1.27 0.61 5.05 -0.51
```

Computed properties:
- M: 662.22 Da
- Orbital gap: 7.6 eV
- E_HOMO: -8.43 eV
- LUMO energy: -0.794 eV
- Net charge: 0
- E_tot: -110807.8341 eV
- F_max: 0.6 eV/Å

***

(9)
ORCA calculation (ωB97M-V/def2-TZVPD) on a structure of composition C22H19MnN3O7P2S.

XYZ file:
```
55
Properties=species:S:1:pos:R:3:lowdin_spin:R:1
H -1.25 -4.25 2.15 0.00
C -0.76 2.23 2.46 0.00
O -0.18 -1.26 -2.69 0.02
C 1.37 -3.52 2.44 0.02
O 4.13 -1.30 -3.28 0.00
H 0.09 0.47 3.34 0.00
C -0.89 2.66 -3.87 0.00
C 2.62 -2.95 2.53 0.00
C -0.37 1.42 3.53 0.00
H -0.23 1.23 5.65 0.00
H 3.87 -1.28 1.97 0.00
H -1.76 4.60 -3.56 0.00
H -0.98 2.70 -4.94 0.00
C 2.91 -1.75 1.85 0.02
S 2.23 0.37 0.24 0.13
H 4.35 -0.79 -4.07 0.00
C -1.13 3.09 5.09 0.00
C -0.68 2.50 -1.09 -0.01
N -0.19 -1.20 0.01 -0.01
C 1.97 -1.17 1.03 0.01
O 2.30 -1.96 -1.63 0.00
N -0.75 2.65 0.28 0.00
C -1.23 3.63 -1.73 0.00
Mn 0.82 -0.23 -1.46 0.84
O 2.19 0.28 -2.74 0.02
P 2.61 -1.17 -2.87 0.00
H -1.59 4.43 -1.09 0.00
C -1.55 3.88 4.03 0.00
O -0.54 -2.48 -4.92 0.00
C -1.36 3.46 2.73 0.00
H 1.25 -3.46 -2.26 0.00
H -2.89 -3.01 0.75 0.00
P 0.28 -2.30 -3.73 0.00
H -2.48 -1.41 -1.84 0.00
H 0.01 0.75 -3.92 0.00
O 0.57 -3.65 -2.93 0.00
H -2.01 4.84 4.22 0.00
C -0.32 1.55 -3.27 -0.01
H -2.14 0.11 -1.02 0.00
H -3.43 -0.96 -0.41 0.00
C 0.70 -1.79 0.87 0.01
H 3.38 -3.40 3.15 0.00
C -2.44 -0.92 -0.86 0.00
C -0.95 -3.39 1.56 0.00
C -1.34 3.72 -3.09 0.00
O 1.82 -1.80 -4.12 0.00
H -1.27 3.42 6.11 0.00
C -1.85 -2.72 0.79 0.00
N -0.58 1.76 1.13 0.01
H -1.68 4.07 1.90 0.00
C -0.55 1.86 4.83 0.00
C -0.16 1.41 -1.88 -0.05
C 0.38 -2.93 1.63 0.00
C -1.44 -1.62 0.00 0.00
H 1.14 -4.41 3.00 0.00
```

Computed properties:
- M: 586.36 Da
- Orbital gap (spin up / spin down): 6.0 / 5.6 eV
- E_HOMO (spin up / spin down): -8.58 / -8.47 eV
- LUMO energy (spin up / spin down): -2.535 / -2.851 eV
- Spin multiplicity: 2
- Expectation value of S²: 0.8404
- Net charge: 0
- E_tot: -102663.0816 eV
- F_max: 2.3 eV/Å